Record 1
Below is a 2-piece molecular cluster, C9H12N3OS overall, with properties calculated with wB97M-V/def2-TZVPD.

Maximum force, eV/Å: 5.0
Total charge: +1
E_LUMO (alpha / beta), eV: -3.381 / -3.381
Gap between HOMO and LUMO (alpha / beta), eV: 9.112 / 9.113
Molecular weight, u: 210.3
E_tot, Eh: -987.5382

Each line ends with the Löwdin charge.
Cartesian coordinates (Å):
C -2.905 1.482 -0.644  -0.09
C -3.782 0.570 -0.146  -0.05
C -1.582 1.223 -0.638  -0.07
C -3.264 -0.607 0.317  -0.07
C -1.018 -0.024 -0.147  0.02
C 0.972 -2.005 -0.143  -0.52
C 2.650 1.035 1.234  -0.17
C 2.380 1.720 -0.085  -0.37
C 1.228 -0.522 -0.026  -0.56
N -1.973 -0.862 0.368  0.06
N 1.577 -2.518 -1.194  0.21
N 1.713 -0.188 1.236  0.02
O 0.128 -2.595 0.576  0.02
S 1.921 0.384 -1.259  1.05
H -3.237 2.502 -1.072  0.16
H -4.838 0.913 -0.154  0.14
H -0.800 1.875 -1.160  0.12
H -3.876 -1.368 0.879  0.16
H 3.678 0.790 1.301  0.11
H 2.390 1.532 2.132  0.11
H 1.692 2.555 -0.056  0.08
H 3.348 2.182 -0.423  0.11
H 2.109 -1.920 -1.789  0.06
H 1.199 -3.355 -1.584  0.14
H 1.912 -0.954 1.952  0.19
H -1.621 -1.842 0.525  0.15

***

Record 2
Below is an isolated ion of composition C9H12N3S and charge +1, with properties calculated with wB97M-V/def2-TZVPD.

Maximum force, eV/Å: 6.1
Total charge: +1
E_LUMO (alpha / beta), eV: -3.201 / -5.684
Gap between HOMO and LUMO (alpha / beta), eV: 5.690 / 7.063
Molecular weight, u: 194.3
Multiplicity: 3
E_tot, Eh: -912.1900

Each line ends with the Löwdin charge.
Cartesian coordinates (Å):
C 1.414 -1.017 -0.391  -0.01
C 1.297 -2.351 -0.185  -0.05
C 0.326 -0.101 -0.105  -0.17
C -0.984 -0.533 -0.082  -0.20
C 0.145 2.166 -0.574  -0.09
C -3.262 0.066 0.089  -0.73
C -0.003 -2.966 0.182  -0.14
C -1.097 -2.050 -0.469  -0.07
C 1.635 1.647 1.204  0.01
N -2.047 0.209 0.105  0.08
N 0.764 1.235 0.118  -0.06
N 0.177 3.493 -0.554  0.22
S -4.775 0.287 0.416  0.79
H 2.355 -0.468 -0.747  0.15
H 1.949 -3.170 -0.337  0.11
H -0.239 -3.962 -0.246  0.14
H -0.229 -3.094 1.190  0.10
H -2.071 -2.349 -0.317  0.09
H -0.839 -2.171 -1.475  0.11
H 1.720 0.931 2.137  0.16
H 2.562 1.721 0.747  0.08
H 1.161 2.548 1.674  0.11
H -0.481 1.872 -1.279  0.12
H -0.281 4.131 -1.181  0.14
H 0.802 3.927 0.081  0.10